Below is C68H202CaN33O13P11 as an isolated structure, with properties calculated with the ωB97M-V functional and the def2-TZVPD basis.

XYZ file:
```
328
Properties=species:S:1:pos:R:3:lowdin_charge:R:1
H 29.25 18.33 13.43 0.064
H 19.70 18.24 17.66 0.063
C 23.16 23.49 13.14 -0.096
N 21.09 13.82 12.13 -0.275
H 23.54 19.00 10.27 0.090
C 11.28 19.31 17.61 -0.109
H 21.54 18.25 12.67 0.082
O 21.22 19.54 17.24 -0.442
H 22.80 22.76 22.49 0.067
N 11.71 19.12 19.00 -0.287
H 19.76 13.26 21.45 0.093
N 15.97 17.83 13.83 -0.274
C 21.75 22.88 16.83 -0.067
N 27.25 19.04 13.22 -0.296
N 13.55 18.76 14.12 -0.301
H 21.89 23.94 23.46 0.082
H 15.67 15.12 20.55 0.071
H 24.16 20.54 10.79 0.073
C 13.23 21.66 19.60 -0.133
H 18.88 22.40 12.13 0.071
C 21.90 23.38 22.52 -0.101
H 27.00 22.65 18.00 0.077
C 17.41 21.90 20.36 -0.109
H 11.75 19.31 13.19 0.094
C 16.36 15.43 19.75 -0.087
H 19.60 13.23 13.54 0.068
H 25.91 19.01 20.89 0.068
C 16.64 25.18 18.53 -0.101
C 15.64 20.70 11.45 -0.085
C 24.46 21.94 20.06 -0.104
H 22.80 25.23 17.58 0.077
C 25.49 24.74 16.82 -0.134
C 17.11 17.48 12.97 -0.102
C 22.86 22.80 10.90 -0.164
H 19.65 13.02 15.94 0.059
H 22.59 11.06 8.97 0.088
C 14.88 20.87 18.02 -0.067
N 18.20 23.28 22.92 -0.310
H 17.46 23.25 14.59 0.063
H 20.86 23.14 17.42 0.080
H 28.31 17.59 12.17 0.080
H 25.44 15.01 20.27 0.076
P 17.41 26.41 16.20 0.437
H 25.87 20.48 12.63 0.069
C 21.83 14.63 13.12 -0.097
H 14.95 22.06 13.51 0.088
N 26.16 17.40 19.53 -0.292
C 16.39 18.27 15.17 -0.089
H 14.81 20.83 14.72 0.067
C 26.70 18.41 20.40 -0.115
O 25.28 18.80 14.75 -0.301
C 15.71 11.76 17.60 -0.149
H 18.13 22.20 24.75 0.086
N 16.50 26.30 17.58 -0.301
H 16.22 23.34 15.86 0.063
C 14.49 14.16 15.96 -0.102
H 22.26 23.71 10.74 0.082
H 19.31 18.61 23.21 0.075
C 17.18 23.74 15.52 -0.111
H 19.62 21.23 10.98 0.084
H 21.99 14.15 14.10 0.071
N 15.31 13.65 14.88 -0.295
H 17.68 24.80 18.54 0.067
H 24.68 13.76 19.20 0.093
H 15.93 24.89 13.36 0.074
O 23.30 12.75 11.47 -0.296
H 25.42 21.94 15.03 0.062
H 17.35 22.35 19.37 0.062
H 14.50 19.22 22.70 0.083
N 15.13 20.19 12.71 -0.294
H 28.19 19.85 15.81 0.088
H 23.46 24.56 19.15 0.082
H 14.61 11.80 17.72 0.094
H 20.57 16.51 16.54 0.072
O 21.92 17.51 15.37 -0.459
H 26.81 15.94 18.17 0.085
C 19.63 20.70 13.89 -0.072
H 9.85 18.68 19.83 0.091
H 17.93 17.90 19.54 0.083
H 16.43 21.13 14.04 0.058
H 21.75 21.81 16.59 0.052
H 21.63 11.69 14.72 0.065
H 19.58 25.29 14.81 0.074
O 24.19 21.15 16.92 -0.330
P 22.07 21.06 12.81 0.468
H 15.57 26.36 14.14 0.082
H 24.98 22.27 20.97 0.091
N 23.76 17.82 20.35 -0.262
H 16.08 9.83 14.90 0.077
H 14.49 15.18 13.75 0.056
H 17.34 18.28 24.26 0.074
C 10.67 19.41 19.97 -0.114
C 13.25 17.37 21.36 -0.075
N 17.63 13.48 15.91 -0.277
H 20.65 14.50 23.55 0.084
H 17.12 16.56 24.60 0.076
H 14.49 10.13 15.70 0.083
C 23.19 15.42 17.87 -0.076
N 20.50 21.37 12.93 -0.270
C 28.63 17.05 15.58 -0.141
H 15.57 19.04 21.45 0.073
H 20.84 25.59 16.13 0.051
H 14.84 20.13 17.22 0.058
C 19.66 21.16 19.87 -0.065
H 19.84 10.73 13.59 0.076
H 14.28 13.54 13.02 0.085
H 24.04 24.02 12.73 0.092
H 10.36 19.92 17.50 0.091
H 18.53 15.36 16.19 0.062
H 22.34 15.41 18.55 0.076
H 14.78 13.97 16.98 0.052
P 18.00 15.69 21.86 0.452
C 20.79 21.26 23.08 -0.117
H 23.36 16.65 22.12 0.067
C 20.69 17.42 15.93 -0.432
H 20.71 20.44 22.36 0.051
O 22.60 20.68 14.13 -0.313
H 10.31 20.43 19.83 0.076
H 16.57 14.65 19.01 0.070
H 16.77 22.59 20.93 0.089
H 18.28 14.90 14.44 0.059
H 14.44 15.24 15.85 0.065
H 17.03 19.16 15.15 0.074
H 19.76 21.75 18.96 0.080
H 17.86 21.27 23.25 0.061
N 22.85 23.16 17.74 -0.278
H 20.50 13.95 9.72 0.078
P 26.51 18.12 14.35 0.443
H 25.48 24.92 17.89 0.075
C 21.64 10.86 9.48 -0.112
H 24.57 20.86 20.19 0.067
C 18.73 18.32 22.34 -0.111
C 20.11 14.22 21.06 -0.105
N 13.49 18.75 20.89 -0.280
H 28.58 16.32 14.77 0.082
H 27.71 16.02 19.70 0.094
H 20.16 27.84 17.20 0.087
H 19.34 18.12 21.46 0.053
N 22.86 22.40 12.25 -0.306
N 20.74 22.50 22.35 -0.286
H 18.78 27.73 18.18 0.076
H 19.24 14.67 12.45 0.075
H 20.20 26.95 15.16 0.084
C 26.91 20.43 12.95 -0.071
H 28.76 19.26 11.94 0.079
N 22.33 19.96 11.64 -0.286
C 14.95 14.21 13.57 -0.067
H 12.21 17.15 14.29 0.099
H 22.02 18.64 21.12 0.078
H 27.34 19.14 19.91 0.072
H 12.37 16.99 20.86 0.083
N 18.79 21.82 20.86 -0.279
C 25.43 16.67 12.41 -0.074
H 27.88 17.30 18.44 0.048
H 26.84 19.51 16.91 0.075
P 24.59 17.28 19.04 0.458
C 18.80 12.89 16.61 -0.074
H 11.09 19.33 20.97 0.068
H 19.11 13.00 11.92 0.081
H 15.65 19.92 10.69 0.083
P 13.31 19.06 19.29 0.420
H 23.37 22.10 20.11 0.080
H 15.82 14.43 12.94 0.074
H 13.51 13.66 15.99 0.092
H 17.08 20.85 20.31 0.066
H 24.37 18.09 22.36 0.081
H 17.59 18.40 12.62 0.073
H 25.82 17.44 11.74 0.070
H 15.87 20.91 18.49 0.064
N 17.93 17.13 22.68 -0.295
H 22.42 21.98 10.33 0.082
H 28.32 18.77 17.29 0.070
H 19.82 16.04 23.87 0.084
C 19.81 21.97 11.76 -0.067
H 20.01 20.74 14.91 0.076
C 15.19 26.99 17.62 -0.092
C 21.47 18.79 11.71 -0.077
H 21.71 18.20 10.83 0.087
C 27.71 19.08 16.43 -0.094
C 19.50 27.09 17.68 -0.082
H 21.82 9.98 10.09 0.077
C 15.36 21.09 13.81 -0.133
C 15.78 25.30 14.36 -0.115
H 23.30 14.38 17.57 0.085
C 20.37 15.46 23.11 -0.111
H 16.62 22.38 23.92 0.084
H 16.92 17.45 15.67 0.062
H 14.43 26.42 17.07 0.076
H 16.26 12.64 17.92 0.052
H 21.20 14.28 21.10 0.065
H 20.86 10.54 8.78 0.088
H 15.23 27.99 17.19 0.078
H 23.71 14.56 20.36 0.074
H 12.63 21.40 20.49 0.086
C 18.31 16.87 19.45 -0.104
H 15.82 9.39 16.55 0.074
H 19.13 20.22 19.66 0.074
H 28.75 16.45 16.49 0.078
H 20.03 21.12 23.85 0.061
H 15.84 16.26 19.26 0.072
H 21.79 24.56 18.82 0.076
H 18.63 11.85 16.91 0.081
C 23.64 19.65 11.13 -0.097
H 16.11 10.99 18.26 0.084
H 26.04 14.61 13.91 0.093
O 24.31 18.12 17.88 -0.322
H 25.85 23.66 14.52 0.085
H 17.08 24.56 24.15 0.083
C 19.70 13.69 12.54 -0.126
C 15.58 10.15 15.81 -0.109
O 13.93 18.11 18.37 -0.268
N 21.62 11.20 12.63 -0.284
H 27.27 21.09 13.76 0.068
H 23.25 11.80 13.93 0.078
H 20.41 19.03 11.65 0.067
H 12.81 20.68 13.66 0.074
C 13.10 17.55 14.79 -0.102
H 19.37 16.77 19.67 0.061
C 17.86 14.90 15.45 -0.057
H 13.95 16.88 14.83 0.033
H 24.81 25.43 16.31 0.084
H 16.04 24.33 18.22 0.061
H 21.37 15.59 13.34 0.070
O 19.55 24.35 21.05 -0.281
N 17.60 15.93 20.31 -0.295
C 25.88 15.53 14.50 -0.093
C 22.28 11.30 13.94 -0.109
H 24.24 19.09 11.84 0.055
H 18.97 13.50 17.50 0.065
H 14.53 20.49 21.59 0.069
N 24.36 15.75 18.66 -0.290
C 14.55 19.40 21.61 -0.132
H 21.97 18.46 19.35 0.071
H 20.62 20.82 20.25 0.067
C 28.47 18.54 12.69 -0.109
H 29.57 17.55 15.40 0.075
H 21.69 21.21 23.70 0.087
H 18.66 21.24 13.84 0.056
H 19.74 12.56 8.81 0.087
H 14.13 16.74 21.23 0.068
H 23.13 16.04 16.97 0.072
H 14.99 24.78 14.91 0.078
H 12.01 19.84 16.99 0.060
C 26.50 22.42 18.94 -0.104
O 17.17 27.68 15.50 -0.292
H 21.35 13.11 8.46 0.083
N 19.63 15.34 21.86 -0.295
C 20.27 18.65 16.80 -0.412
H 19.33 19.71 13.60 0.058
H 21.79 17.04 20.42 0.066
N 25.08 22.54 18.92 -0.285
H 24.84 15.52 14.82 0.085
H 22.86 14.80 12.79 0.058
H 27.47 20.73 12.05 0.081
C 24.54 14.74 19.68 -0.113
H 26.54 15.39 15.35 0.064
C 22.76 24.44 18.33 -0.139
C 12.46 19.68 13.93 -0.097
H 21.85 23.46 15.90 0.074
N 16.99 25.15 15.16 -0.303
C 25.91 22.87 15.29 -0.078
H 22.53 10.31 14.32 0.079
H 19.81 14.33 20.01 0.069
C 17.84 24.58 23.37 -0.111
O 16.94 11.96 13.89 -0.277
P 24.31 22.49 17.49 0.453
C 17.69 22.23 23.75 -0.125
H 21.33 15.97 23.00 0.057
H 16.67 21.03 11.54 0.066
H 23.41 23.12 14.13 0.048
H 18.16 16.52 18.43 0.073
P 16.51 12.59 15.13 0.431
H 16.91 15.43 15.52 0.056
H 12.60 22.17 18.86 0.093
P 21.86 12.45 11.59 0.443
H 18.64 25.13 23.86 0.085
H 11.96 19.81 14.90 0.064
H 26.82 21.39 19.13 0.076
C 20.64 12.97 9.27 -0.118
C 19.97 25.97 15.58 -0.084
H 17.41 25.17 22.56 0.080
N 25.17 23.40 16.47 -0.296
H 20.45 22.76 11.37 0.058
H 14.56 21.79 17.52 0.082
P 19.30 23.09 21.77 0.447
H 25.01 16.64 21.59 0.063
H 18.08 19.14 22.04 0.059
H 16.36 25.60 19.50 0.081
H 19.83 10.46 11.77 0.081
H 19.44 19.18 16.29 0.065
C 22.31 17.99 20.27 -0.085
H 27.25 17.94 21.23 0.092
H 11.00 18.39 17.10 0.080
H 18.00 23.66 16.25 0.080
H 13.04 17.35 22.44 0.087
H 14.97 27.07 18.70 0.077
C 20.40 10.43 12.70 -0.120
N 21.13 12.01 10.22 -0.312
H 20.07 26.48 18.39 0.072
N 27.46 17.89 15.65 -0.267
P 14.76 18.64 13.02 0.450
C 27.19 16.62 18.93 -0.117
O 17.12 14.76 22.57 -0.277
Ca 23.11 19.18 16.07 1.324
H 23.87 23.11 10.63 0.091
N 26.25 16.67 13.65 -0.277
H 22.30 24.17 13.24 0.089
H 15.02 21.51 11.09 0.081
H 16.82 16.66 12.29 0.084
N 13.89 20.55 19.05 -0.311
H 26.94 22.66 15.57 0.071
H 26.51 24.98 16.51 0.090
H 25.48 15.66 12.01 0.089
N 18.94 26.13 16.66 -0.286
N 16.06 11.44 16.26 -0.308
C 24.13 17.28 21.67 -0.116
H 19.87 17.31 15.17 0.078
H 20.66 9.37 12.78 0.082
H 17.94 17.07 13.55 0.053
H 15.97 17.37 23.51 0.060
H 26.95 23.06 19.68 0.089
H 15.51 18.40 15.80 0.057
H 13.97 22.39 19.94 0.077
H 12.78 17.76 15.81 0.059
C 17.01 17.33 23.83 -0.084
O 14.46 17.90 11.78 -0.277
H 21.92 24.09 21.71 0.064
H 24.39 16.86 12.63 0.075
```

Properties
- Kohn-Sham gap (eV) = 6.662
- electronic energy (eV) = -270218.7114
- M (g mol⁻¹) = 2071.37
- multiplicity = 1
- HOMO level (eV) = -6.3
- LUMO level (Eh) = 0.0127

=====

Below is C68H41I4N8O2S2W as an isolated structure, with properties calculated with the ωB97M-V functional and the def2-TZVPD basis.

XYZ file:
```
126
Properties=species:S:1:pos:R:3:lowdin_charge:R:1
H 3.46 -2.87 -4.47 0.115
C 4.62 -1.98 1.73 -0.010
N 3.08 -1.17 0.27 -0.106
C 1.77 2.35 -7.23 -0.152
C 2.95 -2.05 -3.99 0.021
C 0.03 6.83 0.22 -0.149
H -5.99 1.17 0.79 0.098
H 1.43 4.29 2.40 0.118
C -2.89 -3.91 0.96 -0.187
H -1.49 -2.18 3.52 0.123
C 0.58 2.12 -7.89 -0.744
H 4.12 2.33 0.01 0.071
C 1.90 1.97 -5.90 -0.024
C 0.86 1.35 -5.23 -0.209
C -6.51 -1.46 3.34 -0.245
H -7.03 -1.53 0.56 0.084
H -5.31 -1.55 0.13 0.075
H 3.73 -7.28 -1.88 0.092
H -2.09 -4.04 -1.03 0.120
H -3.13 1.47 -2.37 0.160
N 1.90 1.35 0.86 -0.101
C -0.79 2.54 -3.03 0.073
O -0.40 -0.13 -1.51 -0.256
C -1.54 4.65 0.95 0.001
C 1.77 -0.17 -3.51 -0.200
H 6.11 0.75 2.72 0.127
H 2.59 2.84 -7.74 0.090
C 3.49 0.18 2.34 -0.133
C -4.96 -0.26 4.75 -0.086
C 2.35 -1.00 -4.56 0.020
C 5.60 0.53 3.65 -0.023
C 5.62 0.28 6.03 -0.741
H -6.05 3.25 -0.54 0.094
H 5.21 -3.68 0.43 0.108
H -1.61 3.90 -1.59 0.140
C -6.14 -0.97 4.58 -0.064
H 2.83 2.16 -5.38 0.126
C -0.67 -2.33 1.54 -0.641
C -1.94 -3.64 -0.03 -0.039
C 3.49 -2.66 -1.64 -0.143
O -0.78 0.53 0.93 -0.181
H 2.55 -0.35 4.79 0.126
C 5.99 -5.08 -3.13 -0.153
N 0.16 1.16 -1.50 -0.135
C 2.85 -1.89 -2.56 -0.285
H -3.23 0.55 3.75 0.117
H -4.22 3.96 -1.98 0.098
H 6.94 -5.06 -3.66 0.089
C 3.60 -0.09 4.81 -0.007
C 4.16 -3.91 -2.07 -0.202
C -4.04 -4.71 0.64 -0.193
C 4.28 -0.05 6.02 -0.144
N 3.76 1.71 -0.73 0.169
H 1.45 5.37 -0.45 0.125
I 0.37 2.69 -9.89 0.827
H 2.26 -0.78 -5.61 0.113
H -6.77 -1.17 5.44 0.104
C 4.25 0.21 3.62 -0.202
S 0.46 -2.66 -0.90 0.784
I 6.66 0.35 7.84 0.834
C -4.15 -0.02 3.66 -0.022
C 4.19 -6.33 -2.13 -0.145
C -0.48 1.50 -7.24 -0.148
H 5.24 -2.07 2.60 0.109
C 4.59 -2.82 0.61 -0.003
C -0.82 -2.88 0.26 -0.631
C 1.20 2.62 0.94 -0.154
H -8.46 -1.83 2.51 0.080
H 3.76 -0.28 6.94 0.093
C 0.48 5.53 0.01 -0.024
C -2.76 1.34 -0.27 -0.052
H -1.05 2.97 -3.99 0.120
I 6.32 -8.08 -3.38 0.824
C -1.22 7.02 0.79 -0.739
H 3.08 2.68 3.70 0.123
C 3.69 -0.97 1.49 -0.314
C 2.57 2.48 2.77 0.028
C 0.19 1.63 -2.87 -0.139
C 2.67 1.21 -0.44 -0.333
C -0.33 1.12 -5.91 -0.024
H -2.15 3.80 1.23 0.130
C -0.29 4.43 0.37 -0.197
C -1.47 1.27 0.13 -0.328
C -3.92 0.81 0.42 -0.202
C -5.10 1.45 0.23 -0.030
H -4.67 0.10 5.73 0.098
C -2.01 5.94 1.16 -0.135
I -1.92 8.96 1.11 0.834
C 0.21 3.05 0.14 -0.027
C 2.71 1.23 2.06 -0.214
H 5.84 -2.95 -2.98 0.127
C -5.14 2.65 -0.60 -0.110
C 5.38 -3.90 -2.75 -0.029
N -4.41 -4.02 4.10 0.191
C -6.03 -1.84 0.90 -0.030
N -3.66 -0.22 1.30 0.115
C -0.63 2.16 -0.73 -0.256
H -6.04 -2.93 0.97 0.060
N -4.95 -5.35 0.37 0.167
C -5.69 -1.23 2.23 -0.184
N 2.07 -0.76 -2.29 -0.073
C -3.65 -3.72 3.29 -0.174
C 1.01 0.93 -3.81 -0.096
C -1.54 2.83 -1.76 -0.130
S 0.79 -1.44 1.86 0.799
C -4.52 -0.49 2.40 -0.222
C 3.58 -5.14 -1.75 -0.007
C -2.94 2.16 -1.53 -0.177
H 0.63 7.67 -0.07 0.091
H -8.23 -2.43 4.16 0.072
H -2.67 -0.30 1.51 0.108
C 1.74 3.30 2.10 0.025
C 6.29 0.57 4.85 -0.150
H 2.64 -5.15 -1.22 0.118
H 7.34 0.83 4.86 0.091
C 5.39 -6.29 -2.81 -0.742
C -1.61 -2.59 2.53 -0.052
H -7.51 -3.28 2.80 0.082
H -2.98 6.09 1.61 0.096
C -4.14 3.05 -1.38 -0.076
C 3.66 -2.27 -0.27 -0.266
C -2.71 -3.40 2.25 -0.190
W 1.18 -0.30 -0.40 1.589
C -7.75 -2.29 3.20 -0.049
H -1.41 1.31 -7.76 0.091
H -1.15 0.63 -5.40 0.130
```

Properties
- ΔE to the lowest compared entry with this formula, charge and spin (kJ/mol) = 299.3
- Kohn-Sham gap (alpha / beta) (eV) = 5.476 / 5.476
- electronic energy (eV) = -143097.1485
- M (g mol⁻¹) = 1757.72
- multiplicity = 1
- total charge = -1
- HOMO level (alpha / beta) (eV) = -4.4 / -4.4
- LUMO level (alpha / beta) (Eh) = 0.0396 / 0.0397